1.
Computed, not measured: a structure of composition C16H34OP2Ti in a non-equilibrium geometry, with ωB97M-V/def2-TZVPD.

Structure (XYZ):
```
54
Properties=species:S:1:pos:R:3:forces:R:3
C 0.849675 2.116717 1.562914 -0.65 -1.92 2.07
C 0.452474 0.505691 -3.135346 0.35 0.90 -0.47
H 1.402766 3.694971 -0.881375 -0.02 -0.65 -0.45
C 1.026260 -0.113231 0.102417 -0.43 -0.94 -1.06
Ti 0.674519 -1.427772 2.339254 -1.59 -0.49 -1.79
H -1.550406 -0.699810 4.998150 -0.24 0.34 -0.06
C -0.501319 2.242117 1.656788 1.46 -0.54 0.94
H -1.345140 -4.081367 -1.335182 0.11 0.56 -0.28
C -1.329569 -3.315624 -2.136694 -0.58 -0.52 0.00
H -2.932092 -0.067389 0.314422 0.01 0.94 0.11
H -1.583269 3.096024 -2.976608 0.07 -0.16 0.04
P 0.256860 1.792541 -1.851129 -1.84 1.23 0.47
H 1.829770 0.130838 2.263000 -0.41 1.10 -0.40
H 1.851009 -3.347910 -1.418730 -0.17 0.47 -0.26
H -1.759127 3.069932 -1.225665 0.29 -0.50 -0.36
H 1.321094 3.907170 -2.637356 0.04 -0.16 0.01
H -0.574262 -1.205618 -3.949385 -0.08 0.24 -0.68
H 0.470448 0.695169 -0.488638 1.24 -1.26 1.16
C -2.100796 0.009422 1.052256 -0.96 1.02 -0.19
H 0.316823 1.047475 -4.074030 -0.12 -0.58 -0.38
C -1.453599 2.451606 -2.091683 -0.14 0.85 -1.09
H -2.394928 2.097197 0.965092 -0.20 -0.14 -0.23
H -1.978109 0.799658 4.081268 0.47 -0.46 -0.30
H 1.549743 -2.084765 4.332638 1.04 -0.29 0.10
C 1.465370 3.155303 -1.848799 0.38 0.60 -0.97
H 1.844010 -0.440333 -0.566587 -0.03 0.42 0.44
H 2.483653 2.744445 -1.987130 -0.44 0.14 0.27
C -1.145481 0.158002 4.439929 1.13 -0.95 -0.44
H -2.342168 -2.877742 -2.229598 0.52 -0.13 0.22
C -0.050344 -1.263337 -0.009473 -0.97 -1.11 1.49
H 2.620319 0.959990 1.058335 -0.18 -0.07 -0.35
H -1.847093 -2.106043 0.772607 -0.24 -0.22 0.11
C 1.581699 0.712740 1.316713 -0.04 0.91 -0.36
H 2.272777 -1.724809 -2.108652 -0.51 -0.47 0.10
H -2.642096 -0.069904 1.992145 0.24 -0.18 0.43
H 3.015191 -1.046227 3.817586 0.19 -0.46 0.24
H 1.501235 0.203833 -3.112160 -0.02 -0.19 -0.01
H 2.682709 -2.684101 2.949102 0.41 -0.10 0.82
H -1.542918 -0.362119 -2.809544 -0.07 0.09 0.25
H 1.429885 2.794101 2.218608 -0.13 -0.29 -0.67
O -0.260349 -0.368952 3.430130 -2.21 1.94 2.55
H 0.388100 -2.328269 -0.003475 0.26 0.49 2.49
C -1.300535 -1.174607 0.778098 3.29 -1.69 -0.30
P -0.140161 -2.008942 -1.844940 0.98 2.75 0.09
H 1.604754 -3.001663 -3.152619 0.19 -0.10 0.07
H -1.112858 -3.826987 -3.086370 0.06 0.17 0.24
H -1.138802 1.508473 -0.080680 -0.32 -0.16 -0.24
C 1.558327 -2.568596 -2.149497 0.07 -0.44 -0.57
C -0.520238 -0.679796 -3.000923 0.10 -0.29 -1.26
C -1.515629 1.448089 0.929262 -1.20 -0.30 -0.85
C 2.324572 -1.851763 3.571302 -0.31 0.09 -0.36
H -2.174418 1.616414 -2.206043 0.48 0.40 0.31
H -0.963101 3.010456 2.294170 0.69 0.15 -0.47
H -0.575259 0.759290 5.162140 0.01 -0.03 -0.18
```
Forces are in eV/Å.

largest force on an atom: 3.895 eV/Å
energy above the lowest of the compared OMol25 structures with the same formula, charge and spin: 7.2681 eV
E_tot: -60873.2149 eV
highest occupied orbital energy (spin up / spin down): -4.18 / -5.38 eV
spin multiplicity: 3
Kohn-Sham gap (spin up / spin down): 4.27 / 5.43 eV

***

2.
Computed, not measured: a cluster of 2 separate species, C5H15N2O in total in a non-equilibrium geometry, with ωB97M-V/def2-TZVPD.

Structure (XYZ):
```
23
Properties=species:S:1:pos:R:3:forces:R:3
C 0.209716 -0.243561 1.331292 -1.23 -1.55 0.47
H -4.048450 -0.045405 -0.101277 -0.36 -0.21 0.21
H 0.373935 -0.729911 2.331029 1.13 0.80 -0.99
H -1.594608 0.434993 2.185413 -1.26 0.02 2.09
N -4.511872 0.643757 -0.660446 0.83 -0.07 -1.96
C 0.767450 -0.647194 0.045389 2.64 -1.18 -1.65
H 2.074491 1.200188 1.319517 -0.04 -0.09 -0.69
O -1.884299 -0.581011 0.306577 1.27 0.04 2.23
H -1.239527 1.253277 0.678649 0.53 0.00 0.51
C -1.138088 0.322728 1.272834 -0.44 0.21 -4.10
H -5.306231 1.078988 -0.269994 -0.79 0.15 0.72
H 3.158490 -0.026618 0.962365 0.79 -0.54 0.13
H 3.303915 0.314264 -2.027169 0.08 0.43 0.29
H 3.379358 1.547198 0.167995 0.09 -0.02 -0.70
H 1.826016 -0.369254 -2.579643 -0.90 0.06 -0.42
C 2.445253 -0.267319 -1.718826 0.36 -0.46 0.73
N 1.763703 0.307314 -0.546421 -0.30 0.29 -0.75
C 2.672526 0.779658 0.440550 -0.94 0.30 2.13
H 1.333877 -1.629259 -0.021611 -0.35 0.65 1.55
H 2.820867 -1.265532 -1.468438 0.16 -0.04 -0.04
H -4.748510 0.286878 -1.600883 0.28 0.20 1.03
H 0.043229 -0.887296 -0.701623 -0.90 0.87 -0.42
H -1.701239 -1.476887 0.654722 -0.66 0.15 -0.37
```
Forces are in eV/Å.

net charge: +1
largest force on an atom: 4.128 eV/Å
energy above the lowest of the compared OMol25 structures with the same formula, charge and spin: 6.3186 eV
E_tot: -10444.2423 eV
highest occupied orbital energy: -12.16 eV
spin multiplicity: 1
Kohn-Sham gap: 4.46 eV

***

3.
Computed, not measured: a cluster of 2 separate species, C4H12O2 in total in a non-equilibrium geometry, with ωB97M-V/def2-TZVPD.

Structure (XYZ):
```
18
Properties=species:S:1:pos:R:3:forces:R:3
C -0.770135 1.532119 -0.936732 -3.26 3.90 2.63
H 0.144275 2.044881 -0.904611 1.67 0.35 0.36
H -1.196998 1.991216 1.053277 0.02 0.19 1.19
H -3.239967 1.330572 0.856711 0.54 -1.22 -0.95
C -0.575696 -0.229398 0.966451 0.88 2.55 0.76
C -1.275286 1.097958 0.476217 -1.40 -3.37 -2.30
H -0.175617 -1.526131 2.697006 -1.30 1.30 -0.10
O -2.729979 0.640818 0.347532 0.85 2.54 1.22
H -1.899531 -1.041698 2.286953 -0.95 -0.80 0.44
H 4.969321 -2.838683 -4.189058 0.45 0.08 0.82
H -0.759729 0.832136 -1.661782 -0.18 -2.52 -2.24
C -0.908947 -0.685957 2.415207 1.58 0.24 -0.34
O 5.501980 -2.182154 -3.708856 0.36 -0.12 0.84
H 5.802716 -2.505578 -2.817330 -0.81 0.04 -1.66
H -0.975859 0.120073 3.179618 0.53 -0.50 -0.49
H -0.908735 -1.086954 0.386558 0.34 0.41 -0.79
H -1.488194 2.424187 -1.232294 1.09 -1.91 0.21
H 0.486379 0.082594 0.785133 -0.42 -1.17 0.37
```
Forces are in eV/Å.

largest force on an atom: 5.727 eV/Å
energy above the lowest of the compared OMol25 structures with the same formula, charge and spin: 1.2358 eV
E_tot: -8436.2782 eV
highest occupied orbital energy: -10.05 eV
spin multiplicity: 1
Kohn-Sham gap: 11.00 eV

***

4.
Computed, not measured: a structure of composition C25H42N5O5SSiSn, with ωB97M-V/def2-TZVPD.

Structure (XYZ):
```
80
Properties=species:S:1:pos:R:3:forces:R:3
C 3.622813 -2.100366 -1.788769 -0.03 -0.02 -0.05
C -3.726876 1.877544 -1.670418 -0.02 -0.11 0.13
H 2.444101 0.835781 1.872038 0.00 0.03 -0.01
H 5.152648 -3.093790 1.174307 0.01 0.00 -0.02
H -8.928547 0.306096 2.631303 0.01 -0.01 0.00
H -5.378347 4.278930 1.207472 0.01 0.02 -0.02
C 4.395786 -2.819009 1.909801 0.04 -0.06 -0.01
H 1.677686 -2.690763 -2.646345 -0.01 0.05 0.00
H 3.867076 1.337826 -1.569306 0.00 -0.03 -0.02
N -0.286307 -0.211509 1.275555 -0.33 -0.08 0.03
C -0.709088 3.710344 -3.076798 0.05 -0.07 0.06
H 3.828914 -0.042486 2.538005 0.00 -0.02 -0.01
C -0.174539 2.995667 -1.953647 0.06 -0.06 0.01
C 3.005498 -2.670592 1.282093 -0.06 0.00 0.04
H -4.775932 1.840026 -1.352332 0.01 0.09 0.02
H 4.017701 -1.419333 -3.803670 0.01 0.00 -0.01
H 4.371215 -3.612901 2.668077 0.01 -0.01 0.00
O 0.345398 1.126641 -0.949818 -0.09 0.22 -0.23
C 0.299403 3.714605 -0.800789 -0.11 0.03 -0.04
C -5.686138 3.257998 1.383416 0.00 -0.03 0.08
C -7.001536 2.941455 1.688868 0.00 0.04 0.00
H 1.597062 -4.040132 0.299138 -0.02 0.03 -0.01
C -3.702650 -0.598655 -1.691586 -0.02 0.00 -0.12
C -3.465427 0.663093 -2.553048 -0.19 -0.05 -0.16
N 0.684580 4.285488 0.118565 0.06 0.01 -0.01
O -2.198630 2.022364 1.809438 0.04 0.04 0.07
H 4.734755 -1.911065 2.406720 -0.03 0.03 0.01
H -3.546901 2.829816 -2.169310 0.08 -0.04 -0.07
H -2.443272 0.687351 -2.928687 0.04 -0.01 -0.01
H 2.485038 1.666266 -0.527121 -0.01 0.00 0.01
H 2.509848 -4.010389 -1.840461 -0.01 -0.02 0.06
C -5.116001 0.918341 1.501254 0.02 0.04 0.00
Si 2.867094 -1.331470 -0.152691 0.08 -0.04 -0.05
H -2.615467 0.759282 -0.329353 0.04 -0.09 -0.05
O -4.836186 -1.083107 -1.672526 -0.05 -0.05 -0.02
Sn 0.174836 -1.010516 -0.844508 0.25 -0.26 -0.14
H -9.298802 2.024268 2.815012 0.00 0.01 0.00
C -6.433719 0.618262 1.794477 -0.02 -0.02 0.01
H -4.170644 0.678956 -3.384129 0.03 -0.02 0.01
H 2.177110 -1.363620 2.861246 0.00 0.01 -0.01
O -2.693785 -0.968191 -1.000936 0.02 0.21 0.37
H 5.749289 -2.138323 -1.234569 0.00 0.04 0.02
H 5.799606 -0.762698 0.873400 -0.01 -0.03 0.03
H 4.619947 -0.311836 -2.573891 0.02 0.01 0.01
C 2.661264 -3.113511 -2.436087 0.00 0.01 -0.02
H 4.063202 2.346429 -0.141484 0.02 0.01 -0.01
O -3.030809 4.003848 0.530181 0.03 -0.04 0.00
H -6.725549 -0.415831 1.929710 0.01 -0.01 -0.01
N -0.144505 1.701459 -2.019354 0.10 -0.01 0.04
H 0.986311 -2.391455 2.048706 -0.06 0.00 -0.01
C 3.553142 1.458973 -0.534835 -0.03 -0.02 0.03
H 4.921573 -3.665449 -0.966046 -0.03 -0.03 0.00
C 2.014591 -2.343211 2.410388 0.03 0.08 0.01
C 4.977697 -2.800008 -1.626224 0.03 -0.02 -0.03
H -0.809393 0.661556 1.171639 0.04 0.09 0.07
N -1.128064 4.288635 -3.977138 -0.02 0.03 0.00
H 2.896669 -0.367102 -2.937855 -0.03 -0.03 0.01
H -0.853985 -0.809264 1.867208 0.03 -0.06 -0.01
S -3.083349 2.601008 0.823544 -0.04 -0.05 -0.01
H -7.738761 3.733072 1.758806 0.00 0.01 0.00
H -9.405025 1.260853 1.232079 0.00 0.00 -0.01
H 5.321971 -3.164339 -2.603094 0.01 0.01 -0.01
H 0.574031 0.000322 1.763888 0.01 0.02 0.06
C -8.833778 1.284815 2.162423 -0.02 0.00 0.01
C -7.393579 1.622824 1.891242 0.02 -0.02 0.00
H 3.997863 1.630327 2.011496 0.02 0.01 0.01
N -2.832053 1.747986 -0.513155 0.01 0.27 0.05
H 5.906274 0.988789 0.691682 0.00 0.00 0.01
C 2.578721 -4.056858 0.779425 0.00 -0.01 -0.04
H 2.511907 -4.742443 1.633229 0.00 -0.02 0.00
C -4.746749 2.243155 1.304327 -0.11 -0.07 -0.03
H 3.287653 -4.487462 0.074481 0.03 0.01 -0.02
C 5.429948 0.083006 0.294724 0.03 0.03 0.02
H -4.386550 0.124489 1.399159 0.01 -0.03 -0.04
H 2.106439 -3.087759 3.210188 0.01 -0.01 0.01
C 3.520630 0.672725 1.775875 0.04 -0.02 0.02
C 3.796345 -0.979500 -2.824038 0.03 0.04 -0.01
H 3.078289 -3.430083 -3.400212 0.02 -0.02 0.01
C 3.906368 0.249431 0.349787 -0.05 0.07 0.01
H 5.782642 -0.035057 -0.730127 0.00 0.00 -0.02
```
Forces are in eV/Å.

net charge: -1
largest force on an atom: 0.427 eV/Å
energy above the lowest of the compared OMol25 structures with the same formula, charge and spin: 0.1388 eV
E_tot: -68840.0977 eV
highest occupied orbital energy: -4.48 eV
spin multiplicity: 1
Kohn-Sham gap: 6.86 eV

***

5.
Computed, not measured: a cluster of 2 separate species, C4H9N3O in total in a non-equilibrium geometry, with ωB97M-V/def2-TZVPD.

Structure (XYZ):
```
17
Properties=species:S:1:pos:R:3:forces:R:3
H -3.796648 1.138275 -0.066759 1.56 -0.98 -0.02
N 1.133776 1.803182 -0.220719 0.82 0.39 1.96
C -3.460089 0.055947 -0.049239 -2.18 -2.57 -0.06
C -0.845181 0.363167 0.291909 -2.12 1.29 1.30
C 1.360471 -0.680810 -0.073627 -2.98 2.78 2.78
H 1.089015 2.482254 -0.984353 -0.90 -1.44 -0.49
H -3.952140 -0.425803 -1.089512 1.45 1.25 2.81
H 2.805520 0.632957 0.317199 0.81 -0.02 -1.10
H 0.952826 2.321446 0.634865 0.07 -0.16 -0.04
H 3.032653 -1.231563 -0.455418 0.89 3.62 2.40
H -1.829910 -1.548801 -0.749649 0.31 3.51 2.32
N 2.647410 -0.355167 0.183007 0.54 -5.88 -2.69
H -1.341816 1.388302 1.506839 1.53 -2.38 -3.59
C -1.900261 -0.491694 -0.021480 -0.05 0.72 -2.26
N 0.588979 0.526575 -0.116907 -3.63 -0.72 -0.24
O 0.715227 -1.711062 0.032015 1.75 0.00 -1.06
H -4.202112 -0.370364 0.827621 2.14 0.60 -2.03
```
Forces are in eV/Å.

largest force on an atom: 6.488 eV/Å
energy above the lowest of the compared OMol25 structures with the same formula, charge and spin: 7.7371 eV
E_tot: -10804.7247 eV
highest occupied orbital energy: -8.66 eV
spin multiplicity: 1
Kohn-Sham gap: 9.37 eV

***

> Look up the largest force on an atom of the second one.

4.128 eV/Å

***

> Which value of energy above the lowest of the compared OMol25 structures with the same formula, charge and spin does entry 5 give?

7.7371 eV

***

> What is the spin multiplicity in the fourth record?

1